This record from OMol25 describes a single C6H7N3O4S molecule in a non-equilibrium geometry. The level of theory is wB97M-V/def2-TZVPD.

Output
LUMO level (spin up / spin down) (eV): 0.354 / -1.782
Kohn-Sham gap (spin up / spin down) (Ha): 0.2408 / 0.2988
Largest force on an atom (hartree/bohr): 0.1997
Spin multiplicity: 3

Last column: Mulliken spin population.
Element x y z (Å)
C 2.886 -0.726 0.608  0.0024
C 2.368 -0.411 -0.635  -0.0003
C 2.080 -0.998 1.701  -0.0025
C 0.922 -0.553 -0.784  0.0030
C 0.729 -1.092 1.551  0.0007
C 0.121 -0.860 0.353  0.0046
N -1.209 2.327 -1.674  0.2986
N -1.457 1.346 -0.790  0.6637
N -2.342 1.387 0.091  0.4336
O -3.193 2.242 0.274  0.5402
O -2.291 0.287 0.895  0.0138
O -2.155 -1.183 -1.135  0.0092
O -2.080 -2.193 1.063  0.0037
S -1.671 -1.152 0.156  0.0187
H 4.030 -0.644 0.752  0.0001
H 2.990 -0.096 -1.424  0.0000
H 2.518 -1.055 2.728  -0.0001
H 0.561 -0.421 -1.874  0.0017
H 0.103 -1.319 2.326  -0.0005
H -1.873 3.160 -1.648  -0.0063
H -1.040 1.956 -2.532  0.0157